Below is 2 unconnected molecules or ions with the total composition C4H10O2, with properties calculated with wB97M-V/def2-TZVPD.

Output
- Lowest unoccupied orbital energy: 0.88 eV
- Total charge: 0
- SMILES string: OC1CC1.CO

```
16
Properties=species:S:1:pos:R:3:forces:R:3:lowdin_charge:R:1
O 0.965 -0.077 -2.837 -0.13 0.04 -0.27 -0.006
C 1.002 0.640 -1.645 0.11 0.18 0.29 -0.392
C -0.137 0.564 -0.685 -0.21 0.02 -0.05 -0.114
C 1.175 -0.154 -0.396 0.20 -0.06 0.05 -0.107
H 0.391 0.405 -3.445 0.07 -0.14 0.00 0.100
H 1.533 1.592 -1.683 -0.04 -0.17 -0.09 0.146
H -0.412 1.451 -0.121 0.12 -0.13 -0.10 0.108
H -0.975 -0.082 -0.934 0.20 0.12 -0.06 0.113
H 1.870 0.223 0.353 -0.17 -0.02 -0.13 0.110
H 1.163 -1.236 -0.499 0.00 0.21 -0.05 0.116
C -1.376 -0.754 2.067 -0.24 -0.24 0.13 -0.170
O -0.479 0.333 2.212 0.11 -0.21 0.02 -0.140
H -2.352 -0.422 1.683 0.18 0.01 0.07 0.077
H -0.998 -1.530 1.386 0.00 0.19 0.17 0.078
H -1.532 -1.210 3.051 -0.02 0.04 -0.18 0.076
H 0.161 0.258 1.494 -0.16 0.13 0.21 0.005
```
Forces are in eV/Å.